No. 1
87
Properties=species:S:1:pos:R:3:mulliken_charge:R:1 method="wB97M-V/def2-TZVPD" charge=-1 homo_energy_ev=-4.18 largest_force_ev_per_a=4.2 lumo_energy_ev=-1.3220 gap_ev=2.8571
C 3.943 -1.491 1.753 -1.1240
C 2.733 -2.405 1.244 0.1651
O 2.505 -2.084 -0.151 -0.4600
P 0.898 -1.693 -0.480 0.7541
O 0.249 -0.797 0.540 -0.3488
C -0.019 -3.333 -0.654 -0.6373
C -1.333 -3.090 -1.492 -0.3822
S -2.903 -3.204 -0.537 -0.1362
C -3.735 -1.548 -0.831 -0.0175
C -3.751 -1.184 -2.390 -1.1620
C -3.097 -0.373 0.026 1.3431
C -4.082 0.897 -0.073 -1.2440
C -2.603 -3.397 1.295 0.5453
F -1.674 -2.543 1.805 0.0106
F -2.124 -4.690 1.542 -0.2521
C -4.033 -3.317 2.021 0.6074
F -4.991 -3.668 1.076 -0.2818
F -4.308 -2.113 2.565 -0.1523
F -4.067 -4.264 3.018 -0.2016
O 0.944 -0.918 -1.983 -0.5870
C 0.636 0.493 -1.808 0.3580
C 1.874 1.248 -1.116 -0.8959
H 4.367 -0.982 0.834 0.2582
H 4.728 -2.122 2.258 0.3192
H 3.510 -0.697 2.428 0.3267
H 1.813 -2.351 1.908 -0.0560
H 3.129 -3.472 1.265 0.4199
H 0.667 -3.989 -1.283 0.5659
H -0.142 -3.877 0.318 0.1984
H -1.199 -2.123 -2.059 0.2475
H -1.383 -3.896 -2.289 0.4732
H -4.809 -1.674 -0.517 0.4323
H -2.740 -0.724 -2.624 0.2441
H -4.508 -0.389 -2.627 0.3929
H -3.981 -2.072 -3.042 0.3590
H -2.104 -0.062 -0.401 -1.1920
H -2.993 -0.582 1.123 0.2078
H -3.521 1.869 -0.081 0.2914
H -4.842 0.805 -0.897 0.3606
H -4.677 0.898 0.895 0.3000
H -0.364 0.691 -1.322 -0.1482
H 0.542 0.927 -2.870 0.2780
H 1.547 1.642 -0.112 0.2172
H 2.203 2.116 -1.795 0.2108
H 2.751 0.545 -1.065 0.2884
C -0.326 5.078 -0.782 -0.8752
N 0.892 4.335 -1.190 0.9906
O 0.890 3.783 -2.290 -0.5273
O 1.811 4.318 -0.408 -0.4910
H -1.062 5.007 -1.574 0.2727
H -0.696 4.618 0.134 0.4363
H -0.037 6.113 -0.616 0.2461
B -1.282 7.674 -5.948 0.4476
O 0.036 7.109 -5.549 -0.2850
C -0.055 6.777 -4.268 0.5969
O 0.856 6.283 -3.622 -0.6633
C -1.414 7.097 -3.762 0.5555
O -1.811 6.912 -2.639 -0.5778
O -2.132 7.619 -4.739 -0.3883
F -1.847 6.889 -6.982 -0.3535
F -1.127 9.009 -6.373 -0.3321
C -0.399 -6.555 4.651 0.5899
O -0.277 -5.290 4.566 -0.6273
O -0.866 -7.098 3.477 -0.5029
O -0.171 -7.322 5.585 -0.7052
H -0.919 -6.236 3.030 0.3178
Na 0.561 4.614 -4.524 0.9200
Li 1.143 -3.638 4.324 0.8808
B -2.198 -1.476 5.613 0.4817
F -2.198 -1.135 6.996 -0.3884
F -3.347 -2.269 5.316 -0.4154
F -2.220 -0.297 4.831 -0.3847
F -1.015 -2.232 5.313 -0.2750
O 3.301 5.098 -6.535 -0.5866
Cl 4.482 5.806 -6.976 1.6258
O 5.605 4.866 -7.020 -0.7481
O 4.791 6.865 -6.061 -0.6175
O 4.265 6.341 -8.296 -0.6072
C 5.057 -4.609 7.446 -0.7250
N 4.322 -3.630 6.603 0.8618
O 4.647 -2.463 6.686 -0.5116
O 3.442 -4.075 5.888 -0.4921
H 5.805 -4.077 8.027 0.3011
H 4.330 -5.090 8.098 0.2956
H 5.525 -5.329 6.778 0.2787
Li 5.680 2.960 -8.113 0.9552
F -1.095 0.639 1.491 -0.8702

=====

No. 2
61
Properties=species:S:1:pos:R:3:mulliken_charge:R:1 method="wB97M-V/def2-TZVPD" charge=+1 homo_energy_ev="-9.35 / -9.37" multiplicity=6 largest_force_ev_per_a=3.4 lumo_energy_ev="-2.2169 / -2.2409" e_above_lowest_kcal_mol=7.31 gap_ev="7.1355 / 7.1259"
Mn 0.407 -0.031 1.069 0.5492
C 1.234 0.660 3.802 -0.6756
C 1.778 1.936 3.037 -0.6303
N 1.960 1.689 1.570 -0.2837
C 3.354 1.293 1.207 -0.8006
C 3.406 0.191 0.146 -0.7372
N 2.361 -0.846 0.323 0.0593
C 2.618 -1.888 1.362 -0.5557
C 2.476 -1.378 2.823 -0.8811
N 1.214 -0.554 2.945 -0.1972
H 1.893 0.493 4.657 0.4470
H 0.224 0.918 4.170 0.3112
H 1.065 2.806 3.097 0.4095
H 2.677 2.254 3.551 0.3254
H 1.649 2.483 1.039 0.4283
H 3.922 2.183 0.926 0.5448
H 3.866 0.941 2.122 0.2322
H 3.212 0.684 -0.835 0.3074
H 4.484 -0.139 -0.011 0.3510
H 2.190 -1.309 -0.558 -0.1239
H 1.858 -2.662 1.179 0.2645
H 3.619 -2.345 1.222 0.4462
H 2.402 -2.249 3.461 0.4899
H 3.425 -0.882 3.116 0.2732
H 0.590 -1.251 3.342 0.4436
C -4.288 2.814 -0.107 -0.8803
N -3.701 1.557 -0.635 0.2748
C -4.417 0.529 -1.239 -0.5030
C -3.466 -0.399 -1.632 -0.5336
N -2.206 0.010 -1.320 0.7265
B -0.897 -0.557 -1.785 0.0902
N -0.306 0.086 -3.019 0.3316
C -0.755 1.290 -3.656 -0.4484
C -0.035 1.480 -4.776 -0.4816
N 0.994 0.484 -4.707 0.1397
C 1.850 0.126 -5.849 -0.9897
C 0.859 -0.308 -3.572 -0.0038
S 1.832 -1.537 -3.145 -0.4643
C -2.342 1.194 -0.559 -0.2276
S -1.013 1.947 0.158 -0.5250
H -5.260 3.047 -0.625 0.3523
H -3.527 3.603 -0.209 0.3193
H -4.583 2.695 1.001 0.2793
H -5.524 0.469 -1.173 0.4047
H -3.604 -1.369 -2.170 0.4124
H -0.173 -0.543 -0.725 0.1718
H -0.647 -1.771 -1.820 -0.0768
H -1.744 1.645 -3.304 0.2620
H -0.164 2.269 -5.495 0.4264
H 2.765 -0.159 -5.355 0.3565
H 2.066 1.047 -6.421 0.3528
H 1.313 -0.717 -6.391 0.2757
I -4.797 -2.456 3.787 0.1960
C -3.105 -2.443 2.710 -0.5999
C -2.433 -3.396 1.897 -0.1274
N -1.381 -2.786 1.368 -0.1662
N -1.265 -1.498 1.768 0.3176
C -2.257 -1.358 2.658 -0.6156
H -2.523 -4.468 1.753 0.4427
H -0.681 -3.187 0.746 0.1416
H -2.469 -0.337 3.082 0.3720

=====

No. 3
57
Properties=species:S:1:pos:R:3:mulliken_charge:R:1 method="wB97M-V/def2-TZVPD" charge=-1 homo_energy_ev=-4.43 largest_force_ev_per_a=5.1 lumo_energy_ev=2.3188 gap_ev=6.7442
C 3.661 4.147 -3.398 -0.7709
C 2.495 2.955 -3.480 -0.3253
O 1.199 3.624 -3.318 -0.2721
C 0.354 3.533 -4.514 -0.6028
In -1.800 3.232 -3.734 0.6147
C -2.619 1.256 -4.494 -0.5024
O -3.881 0.898 -3.768 -0.4033
O -3.562 1.100 -2.498 -0.3641
B -3.045 5.039 -4.352 0.4403
O -4.020 5.089 -5.459 -0.6233
O -2.849 6.320 -3.592 -0.5214
C -2.298 6.051 -2.250 -0.4080
H 3.899 4.313 -2.240 0.2001
H 3.132 5.125 -3.764 0.2283
H 4.625 3.855 -4.005 0.2640
H 2.609 2.299 -4.441 0.2637
H 2.613 2.216 -2.550 0.2294
H 0.631 2.683 -5.266 0.2321
H 0.328 4.557 -5.093 0.1332
H -1.700 3.202 -1.917 -0.4104
H -2.802 1.220 -5.655 0.1882
H -1.832 0.411 -4.191 0.1351
H -4.248 1.733 -2.130 0.2844
H -4.531 4.227 -5.527 0.2962
H -2.372 7.085 -1.658 0.1982
H -2.931 5.282 -1.628 0.1723
H -1.136 5.796 -2.263 0.1680
N -3.341 0.092 0.158 0.2246
C -3.127 -1.248 0.345 -0.8270
C -2.626 -1.426 1.615 -0.1294
C -2.540 -0.148 2.217 -0.3789
C -2.991 0.771 1.296 -0.5370
H -3.702 0.515 -0.687 0.2818
H -3.348 -1.959 -0.440 0.3593
H -2.353 -2.374 2.061 0.5076
H -2.188 0.078 3.216 0.2958
H -3.091 1.846 1.353 0.3626
N -0.532 -2.618 4.282 0.1269
C -0.042 -3.459 3.317 -0.3351
C 0.626 -4.486 3.946 -0.8896
C 0.530 -4.259 5.340 -0.3153
C -0.193 -3.101 5.519 -0.6179
H -1.063 -1.774 4.108 0.1952
H -0.209 -3.255 2.268 0.4467
H 1.127 -5.310 3.455 0.6653
H 0.943 -4.875 6.129 0.3340
H -0.493 -2.580 6.418 0.3806
N 3.982 -5.103 3.843 0.0901
C 5.230 -5.045 3.278 -0.5878
C 6.017 -5.996 3.887 -0.3536
C 5.215 -6.655 4.849 -0.5918
C 3.963 -6.085 4.798 -0.1690
H 3.198 -4.514 3.593 0.2367
H 5.450 -4.332 2.494 0.3652
H 7.057 -6.194 3.662 0.3791
H 5.519 -7.458 5.508 0.3769
H 3.062 -6.294 5.360 0.2595

=====

No. 4
65
Properties=species:S:1:pos:R:3:mulliken_charge:R:1 method="wB97M-V/def2-TZVPD" homo_energy_ev=-10.03 largest_force_ev_per_a=2.0 lumo_energy_ev=-0.5863 gap_ev=9.4469
H -2.560 0.373 -2.443 0.0795
N -2.293 0.321 -3.420 -0.6520
C -1.483 -0.598 -3.644 1.0456
C -0.864 -1.468 -2.618 -1.0470
C -1.086 -0.834 -5.053 -0.7950
O 0.137 -1.570 -5.189 -0.3803
C 1.251 -0.906 -5.072 0.7084
O 2.292 -1.301 -5.449 -0.4953
O 1.128 0.309 -4.411 -0.0449
O 1.588 1.307 -5.381 -0.3463
C 0.655 2.156 -5.522 0.5038
N -0.105 2.908 -5.929 -0.3441
H 0.160 -1.185 -2.471 0.3715
H -1.337 -1.326 -1.676 0.2926
H -0.882 -2.503 -2.891 0.2326
H -1.049 0.114 -5.546 0.3265
H -1.850 -1.391 -5.544 0.3938
Br 2.528 -0.293 1.268 -0.1620
C 4.449 -0.611 1.232 -0.5780
C 5.218 0.534 1.831 -0.4370
Br 5.328 2.067 0.636 -0.1394
H 4.712 -0.814 0.199 0.3670
H 4.606 -1.507 1.827 0.3846
H 6.251 0.231 2.002 0.1136
H 4.778 0.895 2.753 0.4159
Br -2.298 1.194 0.021 -0.0987
C -2.154 1.227 1.962 -0.6310
C -2.306 2.626 2.508 -0.6517
Br -0.718 3.724 2.249 -0.1349
H -1.206 0.765 2.213 0.3656
H -2.968 0.603 2.323 0.3286
H -2.459 2.592 3.584 0.4761
H -3.126 3.162 2.043 0.4211
Br 7.947 -1.611 1.450 -0.1518
C 8.501 -0.227 0.192 -0.5436
C 9.975 -0.298 -0.094 -0.6213
Br 11.028 0.415 1.377 -0.1386
H 8.202 0.724 0.617 0.3492
H 7.927 -0.413 -0.712 0.3719
H 10.221 0.319 -0.953 0.3742
H 10.319 -1.312 -0.263 0.3841
Br -5.157 7.049 2.334 -0.1410
C -3.883 7.183 3.797 -0.5948
C -3.370 5.832 4.209 -0.3462
Br -4.685 4.847 5.254 -0.1291
H -4.384 7.704 4.604 0.3967
H -3.070 7.795 3.417 0.3578
H -2.505 5.932 4.858 0.3804
H -3.114 5.206 3.365 0.0610
Br -1.804 -5.034 -0.988 -0.1426
C -1.658 -5.201 0.949 -0.7235
C -1.617 -3.898 1.695 -0.2757
Br 0.153 -3.093 1.602 -0.1295
H -0.772 -5.795 1.141 0.4744
H -2.542 -5.770 1.228 0.3532
H -1.779 -4.083 2.754 0.3806
H -2.335 -3.166 1.344 0.0765
Br -5.429 -2.525 2.219 -0.1598
C -6.319 -2.744 0.500 -0.5662
C -5.415 -3.396 -0.510 -0.5779
Br -4.086 -2.152 -1.183 0.0132
H -6.649 -1.760 0.190 0.3726
H -7.183 -3.372 0.700 0.3700
H -5.981 -3.715 -1.380 0.3827
H -4.872 -4.243 -0.104 0.2536

=====

No. 5
56
Properties=species:S:1:pos:R:3:mulliken_charge:R:1 method="wB97M-V/def2-TZVPD" homo_energy_ev="-4.63 / -5.68" multiplicity=4 largest_force_ev_per_a=5.0 lumo_energy_ev="0.0951 / 0.0875" e_above_lowest_kcal_mol=64.07 gap_ev="4.7283 / 5.7675"
Ti -1.412 -0.552 -0.196 0.2397
C -0.046 -0.797 2.212 -2.0396
C 0.128 -2.313 1.749 1.7373
C -1.206 -3.141 2.198 -0.9932
C -1.490 -4.397 1.486 -0.8145
C -1.340 -4.295 0.022 -1.2155
C -0.101 -3.582 -0.560 1.6178
N 0.320 -2.390 0.244 0.3676
O 1.337 -1.527 -0.311 -0.6629
C -0.546 -3.083 -1.963 -1.3029
C 1.034 -4.695 -0.756 -1.7750
C 1.353 -2.986 2.452 -1.3675
H -1.109 -0.558 2.246 0.4214
H 0.522 -0.128 1.565 0.3078
H 0.220 -0.553 3.240 0.4503
H -2.173 -2.647 2.103 0.2290
H -0.986 -3.330 3.248 0.3896
H -2.516 -4.712 1.678 0.3501
H -0.724 -5.119 1.768 0.3421
H -2.317 -3.881 -0.228 0.4807
H -1.360 -5.359 -0.214 0.2238
H -1.541 -3.414 -2.260 0.3473
H 0.089 -3.351 -2.808 0.3369
H -0.731 -2.016 -2.090 0.0255
H 1.600 -4.918 0.148 0.2977
H 1.712 -4.176 -1.433 0.4034
H 0.817 -5.526 -1.428 0.4452
H 2.159 -2.313 2.744 0.3880
H 1.767 -3.732 1.773 0.1447
H 1.084 -3.481 3.385 0.3383
C -0.855 5.864 -1.217 -1.3966
C -1.126 5.212 0.131 0.3469
C -2.605 5.209 0.655 -0.3263
O -2.754 3.816 0.891 -0.3506
C -1.617 3.066 0.568 0.4395
O -1.380 1.812 0.567 -0.3081
O -0.772 3.866 0.053 -0.1389
H 0.119 5.937 -1.702 0.3007
H -1.179 6.855 -0.899 0.4357
H -1.530 5.672 -2.051 0.3530
H -0.430 5.639 0.854 0.2650
H -3.366 5.489 -0.073 0.2772
H -2.857 5.746 1.569 0.2619
C 3.143 1.959 -0.314 -1.5284
C 1.952 2.551 -1.076 0.9455
C 2.103 2.845 -2.556 -0.5509
O 0.741 2.590 -2.881 -0.3833
C 0.303 1.551 -2.231 0.5317
O -0.707 0.997 -2.497 -0.5925
O 1.116 1.405 -1.178 0.1510
H 3.795 1.277 -0.861 0.3490
H 2.936 1.368 0.579 0.2629
H 3.727 2.796 0.068 0.4493
H 1.534 3.382 -0.509 -0.1041
H 2.776 2.196 -3.115 0.3008
H 2.389 3.870 -2.791 0.2965

=====

No. 6
77
Properties=species:S:1:pos:R:3:mulliken_charge:R:1 method="wB97M-V/def2-TZVPD" homo_energy_ev=-10.03 largest_force_ev_per_a=4.0 lumo_energy_ev=-0.8671 gap_ev=9.1592
Cd -0.760 -1.157 0.983 2.2311
S 0.251 1.096 0.045 1.3657
O -0.233 0.762 1.433 -1.1857
O 1.650 1.496 0.105 -0.6001
O 0.063 -0.233 -0.581 0.0556
O -0.574 2.031 -0.698 0.0613
C 4.334 -3.456 2.229 -0.8540
O 3.153 -3.114 1.522 -0.2350
C 2.234 -2.302 1.965 0.2312
O 1.180 -2.162 1.407 -0.8235
O 2.617 -1.677 3.071 -0.3411
C 1.733 -0.810 3.760 -0.4287
H 4.320 -4.543 2.326 0.3224
H 4.412 -3.079 3.247 0.3523
H 5.250 -3.150 1.732 0.2874
H 2.200 0.116 4.091 0.2996
H 1.315 -1.319 4.627 0.3479
H 0.915 -0.472 3.123 -0.0614
C -5.886 -0.818 2.252 -0.7297
O -4.753 -1.230 1.485 -0.3710
C -4.005 -0.304 0.869 0.0499
O -2.871 -0.569 0.541 -0.2132
O -4.575 0.867 0.863 -0.3527
C -3.727 2.018 0.584 -0.0005
H -6.355 -1.743 2.563 0.2913
H -6.575 -0.238 1.634 0.3062
H -5.656 -0.130 3.066 0.2737
H -4.310 2.822 0.144 0.2526
H -3.031 1.688 -0.185 -0.3754
H -3.230 2.339 1.494 0.3648
C 1.328 -4.353 -0.937 -0.2409
O 0.027 -4.525 -1.530 -0.3781
C -0.920 -3.675 -1.264 0.7201
O -0.917 -2.858 -0.369 -0.4388
O -1.881 -3.841 -2.138 -0.3839
C -3.041 -3.017 -2.154 -0.3360
H 1.395 -4.849 0.032 0.3199
H 1.464 -3.300 -0.691 -0.3294
H 2.014 -4.747 -1.676 0.4179
H -3.163 -2.555 -1.170 -0.0183
H -3.884 -3.694 -2.278 0.3515
H -3.036 -2.221 -2.893 0.2131
C 2.690 -0.606 -1.630 0.5361
C 1.625 -0.487 -2.703 1.4215
O 1.540 -1.812 -3.230 -0.3837
C 2.703 -2.430 -3.002 0.4718
O 3.083 -3.484 -3.411 -0.6067
O 3.383 -1.783 -2.041 -0.3982
F 2.051 0.326 -3.725 -0.4122
H 2.324 -0.796 -0.621 -0.5458
H 3.327 0.273 -1.567 0.3725
H 0.614 -0.170 -2.454 -0.5235
C 4.232 1.081 1.495 0.7284
Cl 4.887 -0.404 0.782 -0.1291
Cl 5.313 1.843 2.658 -0.1904
H 3.884 1.798 0.758 0.1456
H 3.295 0.787 1.962 -0.5523
C -1.848 5.053 -0.606 0.3878
Cl -2.689 5.006 -2.162 -0.1568
Cl -2.757 5.964 0.610 -0.1843
H -1.699 4.049 -0.219 -0.4192
H -0.860 5.467 -0.779 0.3441
C -2.806 1.062 -2.692 1.5597
Cl -1.988 0.567 -4.172 -0.1417
Cl -4.369 0.182 -2.509 -0.1734
H -2.110 0.746 -1.928 -1.4483
H -3.103 2.102 -2.678 0.1097
C 1.149 3.422 2.767 0.4348
Cl 0.980 4.541 1.449 -0.1269
Cl 0.969 4.364 4.306 -0.1944
H 0.394 2.646 2.760 -0.1155
H 2.166 3.046 2.802 -0.0491
C 0.959 3.721 -2.453 2.0515
Cl 0.123 3.402 -3.985 -0.1570
Cl 2.608 4.355 -2.676 -0.2053
H 0.346 4.303 -1.775 -0.8465
H 1.113 2.772 -1.962 -1.0212

=====

No. 7
56
Properties=species:S:1:pos:R:3:mulliken_charge:R:1 method="wB97M-V/def2-TZVPD" homo_energy_ev="-6.47 / -6.48" largest_force_ev_per_a=3.6 lumo_energy_ev="-1.0245 / -1.0215" e_above_lowest_kcal_mol=94.50 gap_ev="5.4497 / 5.4536"
P 0.298 -1.465 -1.419 1.6406
P 0.489 1.669 -0.678 1.8810
C 0.750 -0.200 -2.724 -1.4808
C 1.503 0.953 -2.073 -1.1914
H -0.149 0.137 -3.246 0.4420
H 1.382 -0.712 -3.461 0.5478
H 2.459 0.621 -1.648 0.2460
H 1.683 1.747 -2.803 0.6783
C -0.247 3.069 -1.680 -1.8465
H -0.565 3.868 -0.992 0.3790
H -1.117 2.757 -2.278 0.3948
H 0.529 3.471 -2.350 0.5274
C 1.704 2.700 0.269 -0.9146
H 1.566 3.779 0.035 0.4774
H 2.778 2.422 0.059 0.2917
H 1.397 2.569 1.339 0.0421
C -0.647 -2.519 -2.621 -1.8171
H -0.922 -3.488 -2.190 0.4554
H -0.048 -2.677 -3.520 0.5920
H -1.576 -1.988 -2.876 0.1837
C 1.836 -2.413 -1.351 -1.3778
H 2.688 -1.723 -1.373 0.3575
H 1.875 -3.074 -2.228 0.4039
H 1.876 -3.017 -0.439 0.3560
Cd 2.862 0.844 1.636 0.7877
C -1.763 0.669 -0.634 -0.3568
C -2.209 -0.015 -1.770 -1.1845
C -3.503 -0.747 -1.644 -0.8080
C -3.453 -1.779 -0.517 -0.4762
C -2.219 -2.559 -0.363 -1.0936
C -0.955 -2.172 0.112 -0.5642
C -0.807 -1.053 1.172 -0.2120
C -1.709 0.160 0.818 -1.2809
C 3.236 -0.683 3.062 -1.1165
H -2.187 1.695 -0.591 1.0076
H -2.006 0.421 -2.764 0.3352
H -3.786 -1.269 -2.574 0.3646
H -4.315 -0.004 -1.423 0.2550
H -3.790 -1.262 0.399 0.2439
H -4.233 -2.523 -0.736 0.4610
H -2.353 -3.589 -0.713 0.4141
H -0.265 -3.012 0.353 0.9572
H 0.271 -0.793 1.272 -0.2666
H -1.111 -1.440 2.170 0.5283
H -2.716 -0.067 1.205 0.5446
H -1.337 1.007 1.434 0.4385
H 4.254 -0.723 3.505 0.3613
H 3.029 -1.589 2.475 0.2971
H 2.505 -0.622 3.887 0.2236
F 0.181 2.024 2.904 -0.2873
C 1.482 2.114 3.398 -0.4288
F 1.873 3.424 3.219 -0.3134
C 1.397 1.834 4.893 0.6756
F 0.737 0.657 5.081 -0.2327
F 2.638 1.758 5.432 -0.2597
F 0.710 2.808 5.549 -0.2826